Arrangement i

Molecular formula: C5H12N2O
Method: DFT, wB97M-V/def2-TZVPD

Summary:
Spin multiplicity: 2
<S²>: 0.766
HOMO energy (spin up / spin down), eV: -13.213 / -13.212
LUMO level (spin up / spin down), eV: -4.01 / -7.89
Charge: +1

Each line ends with the Mulliken spin population.
Geometry (Å):
C (1.8043, 0.5904, -1.0945)  0.003
O (2.6343, -0.3921, -1.6966)  0.000
C (0.6799, -0.1904, -0.4739)  -0.019
C (-0.3177, 0.8474, 0.1617)  0.024
C (-1.6372, 0.3476, 0.6878)  0.141
C (-2.5152, -0.2932, -0.0993)  0.415
N (-1.9720, 0.4874, 1.9994)  0.389
N (0.9612, -1.3155, 0.4002)  0.006
H (2.5681, 1.1685, -0.4419)  0.000
H (1.4523, 1.2607, -1.8875)  0.000
H (2.4403, -1.3149, -1.3055)  0.000
H (0.2100, -0.5867, -1.4037)  -0.002
H (0.2322, 1.3171, 1.0290)  0.007
H (-0.6447, 1.7090, -0.4745)  0.027
H (-3.5222, -0.5498, 0.3610)  0.006
H (-2.3480, -0.3652, -1.1999)  0.029
H (-2.8679, 0.7841, 2.3417)  -0.013
H (-1.2627, 0.3877, 2.7084)  -0.014
H (1.6650, -1.1035, 1.1372)  0.000
H (0.1655, -1.6172, 0.9168)  0.003

Arrangement ii

Molecular formula: C5H12N2O
Method: DFT, wB97M-V/def2-TZVPD

Summary:
Spin multiplicity: 2
<S²>: 0.762
HOMO energy (spin up / spin down), eV: -13.202 / -13.178
LUMO level (spin up / spin down), eV: -3.93 / -7.59
Charge: +1

Each line ends with the Mulliken spin population.
Geometry (Å):
C (0.8112, 1.9800, 0.5192)  0.009
O (1.4020, 2.9376, -0.3599)  0.004
C (0.3757, 0.7422, -0.2015)  0.014
C (-0.1167, -0.2970, 0.8746)  0.036
C (-0.9657, -1.3100, 0.1423)  0.081
C (-2.3577, -1.2566, 0.1006)  0.523
N (-0.3020, -2.3233, -0.4120)  0.289
N (1.3583, 0.2158, -1.1100)  0.012
H (1.6109, 1.7368, 1.2397)  0.000
H (0.0405, 2.4760, 1.1194)  0.000
H (0.7463, 3.0776, -1.0369)  0.000
H (-0.5467, 0.9705, -0.7819)  0.002
H (0.7610, -0.7892, 1.3033)  -0.003
H (-0.6473, 0.1638, 1.7062)  0.003
H (-2.8229, -2.1039, -0.3879)  0.016
H (-2.8781, -0.3972, 0.4937)  0.040
H (-0.6275, -2.8879, -1.1985)  -0.013
H (0.4766, -2.7478, 0.0918)  -0.007
H (2.2799, 0.6094, -1.0598)  0.002
H (1.4022, -0.7967, -1.0422)  -0.008

It is arrangement i that is the least stable of them.